Entry from the OMol25 dataset: H24O12 as an isolated structure in a non-equilibrium geometry (ωB97M-V/def2-TZVPD).

```
36
Properties=species:S:1:pos:R:3:forces:R:3
O -16.547 -12.676 -0.508 -6.3253 -2.0075 -5.0093
H -16.049 -12.018 -0.022 0.3140 -0.7854 -0.8944
H -16.041 -12.816 -1.308 -0.4047 -1.4716 0.9049
O -16.907 -11.914 -2.703 -1.2073 6.8769 1.1604
H -16.314 -11.389 -2.165 0.2400 0.3032 0.2843
H -17.600 -11.306 -2.961 -0.2760 0.0267 -0.8323
O -14.609 -10.511 -1.195 -1.1611 2.4014 -2.4231
H -14.720 -10.278 -2.117 0.6475 0.5835 -0.4713
H -15.502 -10.616 -0.865 -0.1036 0.6091 0.7959
O -16.193 -13.667 1.395 -2.7411 -3.4385 4.4895
H -16.797 -13.276 2.027 -0.5894 -0.6117 0.4936
H -16.409 -13.244 0.564 -0.5384 -1.0069 -1.0339
O -18.335 -13.749 -2.871 -0.0048 -0.8486 -3.0054
H -17.723 -13.036 -2.686 -1.3644 -2.0327 0.4512
H -18.556 -14.104 -2.010 -0.7651 0.0479 0.3744
O -14.951 -13.138 -1.884 0.1077 -3.6473 -3.7227
H -14.650 -14.046 -1.860 -0.1489 -0.7494 -0.0239
H -15.180 -12.985 -2.800 2.0356 -0.6982 -1.6213
O -15.802 -13.292 -3.931 1.8338 -2.7079 -4.4021
H -16.237 -12.685 -3.332 -1.3194 -0.4384 -2.0926
H -16.061 -12.994 -4.803 0.1337 -0.1527 -0.3350
O -14.169 -12.760 1.509 2.6981 0.4802 5.5917
H -15.077 -13.006 1.686 0.6424 -0.6743 0.8391
H -14.044 -12.954 0.580 0.5614 -0.2697 0.4138
O -18.864 -11.276 -1.076 -0.3037 4.4936 -0.6433
H -17.918 -11.137 -1.119 0.1335 -0.3768 0.7921
H -19.176 -11.078 -1.959 -0.7643 0.0846 -0.1618
O -18.958 -13.470 -0.658 -1.3642 -3.7376 2.7462
H -18.040 -13.585 -0.415 -0.0738 0.0655 0.3993
H -19.055 -12.526 -0.791 -0.2296 -0.6934 0.2138
O -15.710 -11.314 0.676 1.1264 9.3613 6.1473
H -14.806 -11.096 0.901 1.1882 -0.8050 0.7561
H -16.188 -11.242 1.502 -0.2559 -0.0022 0.2609
O -13.593 -12.405 -0.475 5.9394 1.2832 -1.0238
H -14.105 -12.682 -1.234 1.5336 1.2126 0.1685
H -13.530 -11.454 -0.561 0.8058 -0.6740 0.4130
```
Forces are in eV/Å.

Calculated values
Gap between HOMO and LUMO   7.273 eV
F_max   0.219 hartree/bohr
LUMO   -0.042 Ha
HOMO energy   -8.4 eV
2S+1   1